Molecular formula: C7H10N2O
Method: DFT, ωB97M-V/def2-TZVPD

XYZ file:
```
20
Properties=species:S:1:pos:R:3:mulliken_charge:R:1
N 1.193 1.167 -1.430 -0.743
C 0.302 0.577 -0.821 -0.130
C -1.133 0.290 -0.795 0.660
C -1.768 -0.945 -1.446 -0.773
C -3.077 -0.143 -1.287 -0.240
C -3.240 -0.133 0.241 -0.886
C -1.982 0.717 0.481 -0.048
N -2.281 1.995 -0.212 -0.625
C -2.211 1.194 -1.431 -0.305
H -1.444 -1.030 -2.492 0.365
H -1.687 -1.914 -0.936 0.314
H -3.951 -0.337 -1.916 0.459
H -4.140 0.381 0.604 0.324
H -3.200 -1.138 0.680 0.332
H -1.542 0.768 1.483 0.456
H -3.198 2.384 0.007 0.274
H -2.112 1.674 -2.410 0.494
O 1.436 0.073 0.508 -0.711
H 2.144 0.845 -0.520 0.494
H 0.962 -0.711 0.807 0.290
```

HOMO = -9.26 eV
Kohn-Sham gap = 9.9314 eV
energy above the lowest of the compared OMol25 structures with the same formula, charge and spin = 141.18 kcal/mol

---

Molecular formula: C4H11NO
Method: DFT, ωB97M-V/def2-TZVPD

XYZ file:
```
17
Properties=species:S:1:pos:R:3:mulliken_charge:R:1
C 1.271 -0.417 -1.688 -1.557
C 0.651 -0.479 -0.315 0.589
C -0.780 0.193 -0.390 -0.863
C -1.219 0.730 0.941 -0.463
O -0.325 1.761 1.423 -0.533
N 0.401 -1.895 -0.040 -0.642
H 1.500 0.543 -2.155 0.379
H 0.609 -0.892 -2.417 0.416
H 2.226 -0.945 -1.799 0.367
H 1.132 0.225 0.372 0.218
H -0.684 0.997 -1.130 0.296
H -1.495 -0.498 -0.823 0.400
H -2.213 1.178 0.859 0.399
H -1.201 -0.044 1.719 0.219
H -0.879 2.463 1.808 0.306
H 1.216 -2.426 -0.341 0.243
H 0.342 -2.191 0.923 0.225
```

HOMO = -9.26 eV
Kohn-Sham gap = 10.2528 eV
SMILES = C[C@H](N)CCO
energy above the lowest of the compared OMol25 structures with the same formula, charge and spin = 28.93 kcal/mol

---

Molecular formula: C8H20Cl3NO3Si2
Method: DFT, ωB97M-V/def2-TZVPD

XYZ file:
```
37
Properties=species:S:1:pos:R:3:mulliken_charge:R:1
C 6.292 -1.239 -0.837 -0.847
C 4.922 -0.594 -0.152 0.534
O 4.854 -0.719 1.203 -0.504
O 3.848 0.087 -0.948 -0.332
C 3.004 0.873 -0.035 0.090
C 1.790 1.713 -0.795 -0.623
C 0.315 0.985 -0.490 -0.387
C -0.724 1.562 -1.619 -0.623
Si -2.590 1.392 -1.180 0.400
O -3.026 -0.077 -0.319 -0.121
Si -4.713 -0.507 -0.594 0.402
C -5.025 -2.409 -0.807 -0.948
N -5.829 0.084 0.738 -0.632
H 7.268 -0.629 -0.585 0.261
H 6.437 -2.311 -0.338 0.272
H 6.229 -1.349 -2.001 0.285
H 3.737 1.622 0.532 0.335
H 2.450 0.214 0.792 -0.129
H 1.963 1.853 -1.946 0.295
H 1.818 2.800 -0.304 0.255
H 0.449 -0.163 -0.674 0.282
H 0.003 1.182 0.622 0.217
H -0.552 1.008 -2.638 0.314
H -0.495 2.719 -1.732 0.280
H -3.318 1.334 -2.474 -0.168
H -3.030 2.632 -0.541 -0.142
H -5.253 0.121 -1.827 -0.143
H -5.602 -2.663 -1.821 0.280
H -5.733 -2.846 0.050 0.284
H -3.987 -2.983 -0.792 0.259
H -6.090 1.094 0.537 0.258
H -6.736 -0.430 0.680 0.240
C 1.466 -0.784 4.136 -0.003
Cl 2.889 -0.635 3.090 0.003
Cl -0.023 -0.657 3.183 -0.101
Cl 1.506 -2.315 5.026 -0.137
H 1.483 0.036 4.859 0.297
```

HOMO = -9.80 eV
Kohn-Sham gap = 10.5344 eV
energy above the lowest of the compared OMol25 structures with the same formula, charge and spin = 124.88 kcal/mol

---

Molecular formula: C19H22N2O2S
Method: DFT, ωB97M-V/def2-TZVPD

XYZ file:
```
46
Properties=species:S:1:pos:R:3:mulliken_charge:R:1
C -2.976 -5.100 -2.006 -1.438
C -2.720 -4.687 -0.588 0.748
C -3.733 -4.746 0.362 -0.555
C -3.511 -4.338 1.661 -0.815
C -2.260 -3.866 2.041 0.579
C -1.236 -3.817 1.108 -0.242
C -1.475 -4.217 -0.194 -0.740
H -0.671 -4.165 -0.914 0.327
H -0.250 -3.470 1.376 0.401
S -2.070 -3.393 3.735 -0.202
C -0.618 -2.298 3.702 -0.658
C -0.761 -1.194 2.655 0.332
O -1.828 -0.825 2.229 -0.628
N 0.450 -0.692 2.290 -0.118
C 0.730 0.355 1.396 0.669
C -0.243 0.987 0.634 -0.555
C 0.104 2.006 -0.232 -0.487
C 1.426 2.435 -0.365 0.456
C 2.395 1.790 0.412 -0.672
C 2.054 0.769 1.270 -0.882
H 2.825 0.291 1.860 0.295
H 3.426 2.105 0.360 0.396
N 1.793 3.508 -1.171 0.196
C 0.774 4.352 -1.759 -0.764
H -0.031 4.508 -1.040 0.474
C 1.401 5.711 -2.091 -0.786
O 2.507 5.585 -2.952 -0.374
C 3.490 4.759 -2.373 -0.649
C 2.926 3.371 -2.067 -0.531
H 3.696 2.749 -1.615 0.387
H 2.607 2.904 -3.014 0.240
H 4.303 4.695 -3.098 0.344
H 3.861 5.215 -1.443 0.349
H 0.682 6.348 -2.607 0.364
H 1.713 6.197 -1.153 0.363
H 0.361 3.910 -2.681 0.381
H -0.678 2.458 -0.821 0.383
H -1.270 0.675 0.714 0.526
H 1.267 -1.062 2.756 0.203
H 0.287 -2.891 3.564 0.457
H -0.597 -1.846 4.696 0.452
H -4.303 -4.376 2.394 0.380
H -4.711 -5.109 0.079 0.362
H -3.680 -5.927 -2.047 0.384
H -3.404 -4.267 -2.565 0.282
H -2.052 -5.397 -2.498 0.363
```

HOMO = -7.61 eV
Kohn-Sham gap = 8.1850 eV
SMILES = Cc1ccc(SCC(=O)Nc2ccc(N3CCOCC3)cc2)cc1
energy above the lowest of the compared OMol25 structures with the same formula, charge and spin = 39.84 kcal/mol